Below is a single C5H9NO molecule, with properties calculated with the ωB97M-V functional and the def2-TZVPD basis.

E_HOMO: -9.52 eV
largest force on an atom: 0.0131 Eh/bohr
LUMO level: 1.06 eV
energy relative to the best compared isomer or geometry (same formula, charge and spin): 72.8 kcal per mole
gap between HOMO and LUMO: 10.581 eV

```
! RIJCOSX wB97M-V def2-TZVPD def2/J DEFGRID3
* xyz 0 1
C -0.650 1.586 0.534
C -0.761 0.496 -0.533
C 0.486 0.341 -1.453
C 0.960 -0.882 -0.624
C -0.337 -0.798 0.135
N -0.745 -1.286 1.228
O 0.193 -2.216 1.709
H -0.439 2.571 0.111
H 0.158 1.334 1.231
H -1.568 1.638 1.125
H -1.724 0.541 -1.051
H 0.221 0.080 -2.480
H 1.163 1.200 -1.474
H 1.803 -0.694 0.047
H 1.155 -1.809 -1.167
H 0.087 -2.103 2.662
*
```

Löwdin population analysis, charges in e, atoms 1 to 4:
1 C -0.07
2 C -0.28
3 C -0.13
4 C -0.10